Molecular formula: C32H22CoF3N3O2PS2
Method: DFT, wB97M-V/def2-TZVPD

Calculated values
Multiplicity: 2
Net charge: -1
LUMO (alpha / beta), eV: 2.3159 / 2.3333
E, eV: -118853.1607
E_HOMO (alpha / beta), eV: -4.41 / -4.53
Relative energy (zero: lowest compared OMol25 entry of this formula, charge and spin), kcal per mole: 0.0

Each line ends with the Löwdin charge.
Atoms and positions in Å:
Co -1.78 0.39 -0.77  0.4144
C 0.40 4.02 -0.29  -0.0346
C -0.27 2.93 -0.87  -0.1122
N -0.82 1.99 -0.14  0.0598
C -0.75 2.05 1.22  -0.1364
C -0.12 3.12 1.88  -0.1644
C 0.47 4.11 1.07  -0.0129
C -0.13 3.15 3.30  -0.0681
C -0.76 2.15 3.98  -0.0988
C -1.38 1.07 3.32  -0.0244
C -1.37 0.97 1.94  -0.1975
N -1.91 0.03 1.11  0.0077
C -2.53 -1.14 1.44  -0.1972
C -2.61 -1.81 2.65  -0.0199
C -3.33 -3.01 2.77  -0.0972
C -3.97 -3.59 1.71  -0.0686
C -3.88 -2.97 0.44  -0.1621
C -4.47 -3.50 -0.73  -0.0153
C -4.29 -2.87 -1.93  -0.0359
C -3.52 -1.69 -1.98  -0.0706
N -2.99 -1.16 -0.90  0.0325
C -3.16 -1.77 0.31  -0.1340
H 0.86 4.76 -0.93  0.1089
H -0.37 2.82 -1.94  0.0729
H 0.99 4.94 1.55  0.1155
H 0.36 3.97 3.81  0.1036
H -0.79 2.18 5.06  0.0981
H -1.88 0.33 3.93  0.0749
H -2.10 -1.44 3.52  0.0769
H -3.36 -3.49 3.74  0.0981
H -4.52 -4.52 1.82  0.0999
H -5.04 -4.42 -0.66  0.1123
H -4.71 -3.26 -2.84  0.1043
H -3.30 -1.19 -2.92  0.0928
S 2.08 1.26 -2.71  0.1987
P 1.83 -0.15 -1.36  0.0592
S 0.11 -1.19 -1.26  0.3639
C 3.19 -1.38 -1.52  -0.3661
C 4.48 -0.92 -1.74  -0.1106
C 5.54 -1.81 -1.84  -0.0973
C 5.31 -3.18 -1.73  -0.1102
C 4.03 -3.64 -1.51  -0.0978
C 2.97 -2.75 -1.40  -0.1109
C 2.21 0.51 0.32  -0.3672
C 1.75 -0.15 1.46  -0.1043
C 2.11 0.30 2.72  -0.0915
C 2.93 1.41 2.86  -0.1038
C 3.38 2.08 1.73  -0.0971
C 3.02 1.63 0.46  -0.1200
H 4.65 0.14 -1.86  0.0795
H 6.54 -1.44 -2.02  0.0946
H 6.14 -3.88 -1.81  0.0917
H 3.84 -4.71 -1.43  0.0948
H 1.96 -3.10 -1.23  0.0524
H 1.10 -1.01 1.34  0.0791
H 1.73 -0.21 3.60  0.1008
H 3.20 1.77 3.84  0.0963
H 4.01 2.96 1.83  0.0966
H 3.34 2.16 -0.43  0.0647
F -1.72 1.89 -5.92  0.1417
C -2.01 2.20 -4.65  -0.5329
F -1.11 3.11 -4.24  0.1244
F -3.22 2.82 -4.67  0.1209
C -2.09 0.95 -3.73  -0.5466
O -2.24 -0.13 -4.27  0.0549
O -2.03 1.28 -2.51  -0.0800